134
Properties=species:S:1:pos:R:3:forces:R:3:lowdin_charge:R:1 method="wB97M-V/def2-TZVPD" lumo_energy_ha=-0.3112 orbital_gap_ha=0.151 homo_energy_ev=-12.57 multiplicity=1 largest_force_ev_per_a=10.44 e_tot_ev=-93341.508 charge=+2
C 6.6002 -0.2517 -3.3305 -0.349 -0.561 -0.178 -0.01
C 5.3099 -3.3562 2.7756 0.210 0.010 -0.404 -0.09
H 1.4833 4.4351 -1.9213 -0.390 0.312 0.061 0.06
C 1.7069 6.6128 -1.8828 0.106 -0.480 0.260 -0.49
H 2.3423 -4.4994 -3.4828 0.266 0.031 -0.125 0.11
C -3.3297 2.6487 -4.0349 -1.310 -0.106 0.817 0.02
H 1.0018 1.4865 -1.9530 0.061 0.063 0.028 0.06
C -3.0146 -5.2337 5.8925 -0.031 0.953 -0.661 -0.29
H 0.0342 4.0290 -0.1682 0.105 0.226 0.103 0.07
H -4.8578 -0.5036 0.5293 -0.166 -0.029 -0.239 0.05
C -1.5564 3.4680 1.1954 0.756 -0.291 -0.430 -0.10
F -0.9872 -0.4019 2.1973 0.456 -0.475 0.248 0.21
H 3.2630 -0.7769 2.2255 -0.721 -0.066 0.268 0.11
C 4.3763 0.5460 -2.8245 0.211 -0.757 -0.646 -0.11
C -3.7065 4.4597 0.8486 -0.676 -0.205 -0.126 -0.01
O 0.0715 -2.7012 -2.3397 -1.330 -0.517 -0.491 -0.14
C 1.1777 -3.2181 -2.1755 1.409 1.568 -0.441 -0.38
C 2.6571 -2.6793 3.1220 -0.318 -1.128 0.260 -0.29
H -4.7052 0.6604 -1.5172 -0.204 0.123 0.195 0.07
H 2.4418 -4.6488 4.0499 -0.258 0.076 -0.174 0.11
H -8.6871 -0.0472 1.1285 0.256 -0.479 0.158 0.09
C -5.4620 -0.2801 1.4066 -0.246 0.516 0.488 -0.02
H 3.0161 0.9878 5.6236 0.008 -0.234 -0.124 0.11
H 2.2806 8.5792 -2.1410 0.504 0.212 0.015 0.09
H 5.1886 1.8898 4.9451 0.036 -0.073 -0.054 0.11
H -5.6491 1.8869 -2.4145 0.010 0.008 -0.072 0.11
H -0.8791 2.8173 1.7350 -0.321 -0.226 0.148 0.08
H 2.3254 8.0142 -0.4913 0.510 0.067 0.169 0.10
C -1.8168 5.0898 -0.5052 -0.047 0.676 -1.360 -0.01
H 1.4375 1.0002 -6.1808 0.579 0.204 0.596 0.09
H -4.8550 0.2719 2.1241 0.266 -0.364 0.036 0.08
O -6.5316 1.8124 1.5341 0.059 0.415 -0.010 0.08
C -3.6318 -4.4819 0.1108 0.568 -0.071 0.183 0.01
C -6.6162 0.6785 1.1450 -0.054 -1.025 -0.026 -0.50
H 1.3350 2.2668 -0.4294 -0.196 -0.104 0.162 0.06
C 3.5057 -1.7681 2.5887 1.709 0.701 -1.287 -0.03
C -2.9087 3.5440 1.5228 1.120 0.292 -0.067 -0.07
H 4.8498 -1.4254 -3.6336 -0.073 -0.177 0.341 0.08
Zr -1.9556 -1.9780 -3.1437 5.749 6.932 5.278 2.20
H -5.8261 -1.2113 1.8419 0.057 -0.050 -0.038 0.09
C 3.0949 -3.9408 3.5602 0.268 0.420 -0.368 -0.01
C 1.3957 1.3080 -0.9486 -0.556 0.994 -0.431 -0.03
C -7.8778 0.2020 0.4447 0.069 1.636 -0.415 -0.01
C 0.5526 0.2393 -0.2779 1.093 0.623 0.029 -0.22
H 5.4022 3.2802 2.8759 0.049 0.029 0.082 0.12
H 7.2560 -1.0527 -3.6435 0.175 0.189 -0.137 0.12
H 1.2225 -4.1217 -0.3155 -0.009 0.238 0.341 0.10
C 1.1468 0.1157 -5.6198 -1.840 -0.773 -0.432 -0.05
C 4.4255 -4.2796 3.3430 0.032 0.248 -0.176 -0.07
H 0.6077 -0.4409 -6.3979 0.409 -0.370 -0.003 0.08
C -1.5560 -5.8531 -0.3037 0.180 0.436 0.020 0.03
C 2.0616 2.7618 2.9025 -0.705 -0.434 -0.253 -0.03
H 2.3258 5.0883 -0.5009 0.471 -0.042 -0.063 0.07
C 4.8943 1.7939 -2.5359 0.494 -0.004 0.155 -0.08
H 0.3530 1.0612 -3.8010 -0.105 -0.185 0.070 0.10
H 2.4639 1.1355 -1.0525 -0.062 -0.638 0.294 0.06
C -2.3617 -4.2762 3.3637 -0.690 -0.485 -0.071 -0.11
O -0.7909 0.6981 -0.1664 0.184 0.062 0.095 -0.05
H 6.6705 2.9832 -2.3304 0.149 -0.023 -0.147 0.13
C -0.9856 4.1910 0.1401 -1.319 -0.021 0.587 -0.06
C -3.9078 -5.3696 4.8477 -0.757 -0.240 0.759 -0.01
H 4.7613 -5.2885 3.5400 0.043 0.068 0.361 0.11
H 0.6096 -0.6493 -0.9094 -0.157 -0.261 0.365 0.09
H -4.4249 -4.5390 -0.6349 -0.229 0.326 0.234 0.12
H -3.9970 3.4760 -3.7839 0.356 0.150 0.317 0.09
H -2.6600 0.2718 0.2436 -0.191 0.035 -0.095 0.15
F -3.9136 6.1014 -0.8194 -0.018 -0.027 -0.149 0.07
H -0.4778 -3.7341 4.2124 0.030 0.078 0.182 0.09
C -1.7523 -0.2809 -0.0129 -0.088 1.646 -0.370 -0.33
C -1.8339 -4.5712 5.6780 1.608 0.064 0.290 0.00
H -1.1032 -4.4119 6.4629 -0.290 -0.156 0.256 0.13
C 2.1732 5.2047 -1.5731 0.104 -0.077 -0.562 -0.03
C 4.8524 -2.1293 2.3573 -0.952 0.263 0.923 -0.07
C -3.6927 1.4614 -3.1547 -0.249 0.602 -0.108 -0.41
C 4.3137 2.1026 4.3453 0.338 0.032 -0.273 -0.08
C -1.5002 -1.1623 1.2557 -0.145 0.301 -2.334 -0.56
H 0.9546 0.1185 0.7317 -0.037 -0.640 -0.041 0.12
H -0.5355 -5.8953 -0.6769 -0.123 0.136 -0.274 0.08
O -3.2096 0.3576 -3.3840 0.381 -1.517 -0.685 -0.07
O -0.5664 -0.7475 -4.1090 -3.582 -4.092 1.882 -0.38
H -2.2972 2.9165 -3.8244 0.101 0.070 -0.383 0.10
F -3.3777 -5.6232 7.1105 0.140 -0.235 0.143 0.10
H -7.7418 -0.5042 -0.3697 0.058 -0.358 0.282 0.07
H 3.3068 0.3838 -2.8251 -0.047 0.011 -0.035 0.07
C 1.9464 1.8766 3.9772 0.591 0.624 -0.065 -0.07
C 4.4472 2.9098 3.2198 -0.784 0.434 -0.038 0.00
H -3.5918 2.4627 -5.0761 0.680 -0.405 -0.108 0.10
F 3.3957 3.9141 1.3598 -0.114 0.510 -0.035 0.05
C 1.7842 -3.3190 -0.8111 -0.355 -1.447 -0.658 0.04
H 2.7865 -3.7138 -0.9574 0.203 0.350 0.439 0.10
O -2.0807 -3.8255 -1.5316 0.059 0.817 -1.750 -0.10
H 1.7200 -2.4097 -0.2216 0.010 0.039 -0.036 0.09
H 1.2117 2.9712 2.2646 -0.086 0.183 0.142 0.09
H -8.2117 1.1527 0.0132 -0.287 -0.260 -0.264 0.09
C -1.4531 -4.1583 4.4025 -0.758 -0.079 -0.210 -0.07
H 6.3637 -3.5373 2.6064 -0.084 -0.540 0.138 0.11
H 5.5165 -1.3969 1.9197 0.045 -0.043 -0.024 0.11
H 1.5669 -3.0186 -4.2144 0.293 -0.333 -0.335 0.08
H -2.1499 -6.6741 -0.7199 0.049 0.009 -0.229 0.12
F 8.3752 1.2850 -3.2797 0.129 -0.151 0.185 0.09
C 5.2337 -0.4973 -3.2337 0.040 1.223 0.051 -0.08
C 6.2735 2.0105 -2.5865 -0.711 0.557 -0.128 0.00
C 2.6325 7.7653 -1.5092 -1.491 -0.478 -0.459 0.00
H 0.9574 1.5364 4.2487 0.063 -0.232 0.104 0.10
H -4.3955 2.4188 -1.3176 0.209 0.068 -0.091 0.10
H -1.5296 5.7407 -1.3281 0.542 -0.190 0.092 0.11
C -3.6292 -4.8425 3.6044 0.908 -0.409 -0.096 -0.08
F -0.6943 -2.1854 0.8695 0.007 -0.100 1.013 0.13
H -3.7054 -5.2955 0.8247 -0.275 0.045 0.005 0.08
H 4.2610 2.6463 -2.3281 -0.145 -0.139 0.267 0.09
C 3.0931 1.5525 4.7047 -0.681 0.474 0.212 -0.09
C -4.6644 1.6262 -2.0186 0.266 -0.389 -0.228 0.02
F -2.6527 -1.6529 1.7065 -0.067 -0.409 0.046 0.15
C -3.1516 5.2037 -0.1786 0.180 -0.437 1.101 -0.30
F 1.3253 -2.4079 3.1213 -0.027 0.060 0.394 0.03
H -3.2260 2.9179 2.3445 -0.522 0.205 -0.006 0.11
C 2.1067 -3.4438 -3.3695 -1.647 0.322 0.720 0.04
O -1.9572 -0.8604 -1.2759 -0.622 -3.552 -3.063 -0.26
H -4.7548 4.5966 1.0853 0.012 -0.069 0.070 0.12
H 3.0694 5.0395 -2.1785 0.387 -0.005 0.562 0.08
H 3.6804 7.5134 -1.6175 0.097 0.181 0.178 0.08
H -4.3443 -5.0024 2.8099 -0.075 0.218 0.002 0.08
H 1.9200 -0.5253 -5.2083 0.371 0.406 -0.043 0.07
H -0.7816 0.9190 -5.1694 0.175 0.305 0.173 0.12
O 0.6176 6.7940 -2.3649 -0.287 0.268 -0.195 0.06
C 0.0243 0.4173 -4.6208 0.125 1.079 -0.681 -0.31
H -2.0972 -3.9825 2.3570 0.087 0.150 0.073 0.06
H 2.9827 -2.8337 -3.1527 0.245 -0.249 -0.064 0.09
C 3.2790 3.2733 2.5382 1.277 -1.418 0.220 -0.28
H -3.5687 -3.5371 0.6556 -0.555 0.092 -0.115 0.09
H -1.5434 -6.0810 0.7632 -0.067 0.352 0.087 0.10
H -4.8339 -5.8570 5.1356 -0.133 0.052 -0.508 0.13
C -2.3479 -4.6032 -0.6213 -0.327 -1.491 0.266 -0.42
C 7.0854 1.0136 -3.0578 0.153 -0.244 0.163 -0.29